Entry 1:
C18H39NO2 in the gas phase. Source: OMol25; level of theory: ωB97M-V/def2-TZVPD.

Its gap between HOMO and LUMO is 10.4 eV. The net charge is 0. The SMILES is CCCCCCCCCCCCCCC[C@@H](O)[C@@H](N)CO.

```
60
Properties=species:S:1:pos:R:3:forces:R:3:lowdin_charge:R:1
C 2.9069 3.2136 3.4649 -0.119 -0.012 -0.211 -0.110
C 2.5785 2.5167 2.1502 0.240 -0.131 0.065 -0.265
C 2.6840 0.9927 2.2301 -0.285 0.201 -0.014 -0.222
C 1.6100 0.3689 3.1215 0.305 -0.174 -0.073 -0.202
C 1.6380 -1.1645 3.1450 -0.317 0.091 0.065 -0.203
C 0.7515 -1.8544 2.1045 0.423 0.063 -0.014 -0.208
C 1.2482 -1.7341 0.6648 -0.369 -0.305 0.144 -0.224
C 0.4941 -2.6644 -0.2855 0.369 0.315 -0.169 -0.214
C 1.0208 -2.5581 -1.7163 -0.227 -0.261 0.023 -0.212
C 0.2183 -3.3836 -2.7256 -0.050 0.132 0.052 -0.208
C -1.1724 -2.8169 -3.0210 0.269 0.054 -0.123 -0.205
C -1.1267 -1.5508 -3.8779 -0.255 -0.051 0.082 -0.213
C -2.4275 -0.7446 -3.8481 0.090 0.014 0.090 -0.205
C -2.7968 -0.1674 -2.4796 0.178 -0.001 -0.171 -0.197
C -1.7752 0.8292 -1.9326 -0.474 -0.169 0.365 -0.142
C -2.1049 1.2174 -0.4883 0.444 0.609 -0.475 -0.341
O -2.1435 0.0670 0.3372 0.040 -0.469 0.236 -0.038
C -1.1139 2.2581 0.0864 -0.285 -0.297 0.314 -0.352
N -1.0830 3.4337 -0.7678 0.028 0.083 -0.077 0.058
C -1.5624 2.6929 1.4933 0.077 0.161 -0.405 -0.233
O -1.5005 1.6635 2.4399 -0.148 -0.372 0.306 -0.072
H 3.8897 2.9114 3.8209 0.112 -0.011 0.089 0.073
H 2.9088 4.2934 3.3307 0.014 0.103 0.080 0.067
H 2.1720 2.9690 4.2266 -0.036 0.013 0.153 0.065
H 3.2665 2.8755 1.3793 -0.079 0.038 -0.042 0.104
H 1.5655 2.7884 1.8460 -0.066 0.029 -0.128 0.086
H 2.6085 0.5886 1.2196 0.059 -0.075 -0.033 0.091
H 3.6718 0.7227 2.6132 0.082 -0.056 -0.035 0.113
H 0.6222 0.7149 2.8123 -0.048 0.060 0.029 0.092
H 1.7682 0.7260 4.1402 -0.073 0.066 0.045 0.105
H 1.2932 -1.4965 4.1271 0.090 -0.049 0.030 0.105
H 2.6676 -1.5122 3.0289 0.069 -0.084 0.057 0.109
H -0.2631 -1.4560 2.1831 -0.120 -0.030 0.024 0.107
H 0.7030 -2.9175 2.3571 -0.096 -0.030 -0.018 0.112
H 2.3122 -1.9817 0.6315 0.083 0.089 -0.035 0.121
H 1.1401 -0.7038 0.3173 0.083 0.110 -0.070 0.093
H 0.6014 -3.6957 0.0587 -0.086 -0.057 0.042 0.120
H -0.5711 -2.4250 -0.2571 -0.134 -0.058 0.029 0.099
H 1.0279 -1.5094 -2.0216 0.073 0.093 -0.009 0.097
H 2.0584 -2.9003 -1.7300 0.056 0.084 0.013 0.114
H 0.1144 -4.3995 -2.3374 0.066 -0.079 -0.042 0.109
H 0.7798 -3.4443 -3.6610 0.007 -0.096 -0.046 0.110
H -1.7630 -3.5740 -3.5414 -0.101 0.005 0.043 0.115
H -1.6768 -2.6110 -2.0782 -0.109 -0.035 0.065 0.089
H -0.9173 -1.8326 -4.9128 0.092 0.014 -0.004 0.114
H -0.3036 -0.9133 -3.5554 0.100 0.030 -0.038 0.089
H -2.3413 0.0778 -4.5629 -0.084 0.003 -0.084 0.109
H -3.2465 -1.3864 -4.1812 -0.043 0.021 -0.101 0.111
H -2.9284 -0.9742 -1.7573 -0.067 0.037 0.002 0.099
H -3.7602 0.3398 -2.5678 -0.063 -0.014 0.062 0.119
H -1.7710 1.7237 -2.5539 0.085 0.058 -0.075 0.117
H -0.7747 0.3898 -1.9460 0.180 0.018 0.005 0.110
H -3.1144 1.6382 -0.4457 0.053 0.049 -0.008 0.160
H -1.2913 -0.3837 0.2571 -0.035 -0.020 0.055 0.076
H -0.1246 1.7674 0.1848 -0.152 0.007 0.020 0.142
H -0.5342 3.2622 -1.6020 -0.049 0.086 0.053 0.072
H -0.6574 4.2124 -0.2775 0.021 -0.020 -0.069 0.074
H -2.5786 3.1065 1.4205 0.081 0.063 -0.033 0.128
H -0.8988 3.4820 1.8620 -0.054 0.032 -0.089 0.116
H -1.9986 0.9127 2.0771 0.157 0.127 0.052 0.072
```
Positions in Å, forces in eV/Å.


Entry 2:
C18H39NO2 in the gas phase. Source: OMol25; level of theory: ωB97M-V/def2-TZVPD.

Its gap between HOMO and LUMO is 10.2 eV. The net charge is 0. The SMILES is CCCCCCCCCCCCCCC[C@@H](O)[C@H](N)CO.

```
60
Properties=species:S:1:pos:R:3:forces:R:3:lowdin_charge:R:1
C -8.8391 1.4749 1.5240 -0.127 0.045 -0.215 -0.114
C -8.9381 1.7703 0.0318 0.237 0.054 0.059 -0.272
C -7.7376 1.2537 -0.7621 -0.307 -0.182 0.068 -0.230
C -7.6519 -0.2711 -0.7930 0.166 0.136 -0.216 -0.224
C -6.6075 -0.7950 -1.7804 0.044 0.088 0.105 -0.218
C -5.1705 -0.3597 -1.4888 -0.203 -0.264 0.119 -0.223
C -4.6408 -0.8627 -0.1480 0.233 0.285 -0.346 -0.222
C -3.1747 -0.4877 0.0566 -0.221 -0.294 0.311 -0.225
C -2.6337 -1.0092 1.3864 0.168 0.334 -0.086 -0.222
C -1.2261 -0.5068 1.7080 -0.114 -0.340 -0.151 -0.224
C -0.1572 -1.0404 0.7570 0.064 0.329 0.370 -0.226
C 1.2399 -0.5749 1.1603 -0.098 -0.288 -0.416 -0.227
C 2.3133 -1.0796 0.1993 0.093 0.306 0.410 -0.224
C 3.7055 -0.5885 0.5916 -0.058 -0.200 -0.402 -0.211
C 4.7727 -1.0905 -0.3767 0.283 0.114 0.402 -0.161
C 6.2003 -0.6817 0.0119 -0.430 0.359 -0.111 -0.362
O 7.1498 -1.4678 -0.6808 0.298 -0.154 -0.283 -0.028
C 6.4754 0.8288 -0.2029 0.311 -0.320 0.392 -0.334
N 6.5130 1.2498 -1.5969 -0.059 -0.104 -0.131 0.058
C 7.8246 1.2199 0.4145 -0.251 -0.266 -0.107 -0.240
O 8.0789 2.5899 0.2559 0.078 0.456 -0.054 -0.066
H -9.6720 1.9299 2.0556 -0.041 0.000 0.125 0.067
H -8.8622 0.4048 1.7122 0.017 -0.109 0.099 0.064
H -7.9134 1.8772 1.9305 0.107 0.025 0.097 0.072
H -9.8534 1.3254 -0.3659 -0.048 0.050 -0.065 0.104
H -9.0095 2.8517 -0.1090 -0.088 -0.007 -0.034 0.102
H -6.8261 1.6667 -0.3267 0.100 0.092 -0.038 0.106
H -7.8129 1.6211 -1.7889 0.100 0.034 -0.049 0.114
H -8.6264 -0.6708 -1.0864 -0.055 -0.032 0.083 0.114
H -7.4299 -0.6511 0.2041 -0.076 -0.071 0.081 0.097
H -6.8738 -0.4554 -2.7849 -0.058 -0.066 -0.048 0.108
H -6.6488 -1.8874 -1.7816 0.007 -0.042 -0.093 0.108
H -5.1021 0.7290 -1.5200 0.075 0.077 -0.048 0.105
H -4.5296 -0.7470 -2.2855 0.056 0.074 -0.022 0.112
H -5.2302 -0.4373 0.6659 -0.061 -0.048 0.107 0.107
H -4.7459 -1.9495 -0.1029 -0.064 -0.074 0.065 0.121
H -2.5857 -0.8952 -0.7670 0.043 0.060 -0.088 0.108
H -3.0758 0.6004 0.0299 0.055 0.080 -0.059 0.120
H -2.6341 -2.1016 1.3736 -0.051 -0.078 0.056 0.114
H -3.3064 -0.6898 2.1866 -0.071 -0.071 0.022 0.110
H -1.2197 0.5855 1.6793 0.019 0.077 0.067 0.113
H -0.9705 -0.8099 2.7265 0.053 0.073 0.052 0.111
H -0.3641 -0.6985 -0.2585 -0.004 -0.060 -0.100 0.107
H -0.1887 -2.1324 0.7543 -0.024 -0.085 -0.073 0.119
H 1.2615 0.5174 1.1826 0.018 0.069 0.071 0.117
H 1.4638 -0.9290 2.1691 0.014 0.046 0.092 0.117
H 2.0801 -0.7367 -0.8119 -0.011 -0.048 -0.082 0.117
H 2.3038 -2.1719 0.1875 -0.008 -0.067 -0.075 0.117
H 3.7027 0.5029 0.6123 -0.011 0.067 0.091 0.109
H 3.9427 -0.9376 1.5985 0.014 0.041 0.099 0.121
H 4.5481 -0.7311 -1.3867 0.013 -0.052 -0.075 0.112
H 4.7418 -2.1829 -0.4044 0.015 0.010 -0.063 0.124
H 6.3672 -0.9129 1.0687 -0.063 0.028 -0.015 0.151
H 6.9739 -1.3962 -1.6270 -0.027 -0.064 0.095 0.088
H 5.6878 1.4073 0.2894 0.069 -0.027 0.033 0.141
H 5.6178 1.1122 -2.0504 0.090 0.083 -0.083 0.076
H 7.2214 0.7250 -2.1019 -0.070 0.043 -0.050 0.084
H 7.8270 1.0169 1.4871 -0.010 -0.078 -0.044 0.126
H 8.6178 0.6194 -0.0563 -0.103 -0.020 0.102 0.122
H 7.8026 2.8182 -0.6425 -0.028 -0.022 0.050 0.071
```
Positions in Å, forces in eV/Å.


Across the entries above, lowest unoccupied orbital energy takes the values 0.817; 0.718 eV, respectively.
Across the entries above, total energy takes the values -914.4913; -914.4907 a.u., respectively.
Across the entries above, energy relative to the best compared isomer or geometry (same formula, charge and spin) takes the values 4.4; 4.8 kcal per mole, respectively.